The following is a DFT calculation (wB97M-V/def2-TZVPD) of C54H59MnN4SSb as an isolated structure.

Charge: 0
⟨S²⟩: 8.807
Lowest unoccupied orbital energy (alpha / beta) in eV: -0.969 / -1.114
E_tot in eV: -111611.556
Relative energy (zero: lowest compared OMol25 entry of this formula, charge and spin) in kJ/mol: 0.0
Spin multiplicity: 6

CARTESIAN COORDINATES (ANGSTROEM)
Mn  0.240  0.292  0.055
C  -1.185  -0.288  6.218
C  -1.915  -1.000  5.068
C  -1.061  -1.137  3.845
C  -0.274  -2.180  3.480
C  -0.126  -3.510  4.155
C  -0.949  -4.609  3.462
C  0.361  -1.802  2.241
C  1.300  -2.563  1.582
C  1.926  -2.213  0.408
C  2.948  -2.995  -0.236
C  3.513  -4.284  0.280
C  2.689  -5.503  -0.160
C  3.271  -2.345  -1.383
C  2.445  -1.166  -1.435
C  2.466  -0.244  -2.457
C  1.746  0.929  -2.489
N  0.945  1.383  -1.487
C  0.443  2.576  -1.915
C  -0.424  3.370  -1.208
C  -0.913  3.101  0.051
N  -0.688  1.954  0.754
C  -1.359  2.098  1.929
C  -1.496  1.114  2.881
C  -0.904  -0.126  2.834
N  -0.048  -0.557  1.860
C  -2.028  3.372  1.977
C  -1.753  3.997  0.803
C  -2.179  5.358  0.348
C  -1.067  6.410  0.488
C  -2.797  3.884  3.154
C  -1.873  4.408  4.265
C  0.955  2.899  -3.225
C  1.763  1.871  -3.587
C  2.477  1.660  -4.887
C  1.739  0.666  -5.801
C  0.620  4.141  -3.994
C  -0.735  4.045  -4.713
N  1.636  -1.107  -0.337
C  4.330  -2.709  -2.379
C  5.662  -1.994  -2.098
H  -1.832  -0.190  7.094
H  -0.865  0.714  5.914
H  -0.292  -0.846  6.510
H  -2.827  -0.452  4.818
H  -2.231  -1.992  5.397
H  -0.440  -3.421  5.195
H  0.928  -3.797  4.175
H  -2.010  -4.346  3.460
H  -0.835  -5.570  3.972
H  -0.639  -4.731  2.422
H  1.579  -3.509  2.032
H  3.567  -4.251  1.369
H  4.539  -4.389  -0.076
H  1.657  -5.420  0.191
H  3.112  -6.430  0.232
H  2.660  -5.572  -1.250
H  3.108  -0.455  -3.304
H  -0.744  4.295  -1.677
H  -2.131  1.332  3.733
H  -3.043  5.673  0.934
H  -2.510  5.307  -0.693
H  -0.766  6.514  1.534
H  -1.405  7.386  0.130
H  -0.181  6.123  -0.084
H  -3.436  3.090  3.548
H  -3.467  4.681  2.830
H  -1.190  3.624  4.603
H  -2.453  4.752  5.126
H  -1.267  5.243  3.904
H  3.493  1.305  -4.700
H  2.572  2.615  -5.403
H  1.644  -0.310  -5.320
H  2.268  0.534  -6.748
H  0.730  1.024  -6.016
H  1.410  4.334  -4.722
H  0.611  4.996  -3.314
H  -0.736  3.211  -5.422
H  -0.954  4.965  -5.264
H  -1.546  3.870  -4.001
H  3.990  -2.463  -3.387
H  4.484  -3.789  -2.360
H  5.533  -0.909  -2.136
H  6.424  -2.276  -2.830
H  6.031  -2.249  -1.103
S  -1.605  -0.597  -1.261
Sb  -3.643  0.547  -0.220
C  -4.026  2.089  -1.665
C  -4.446  3.371  -1.304
C  -4.659  4.346  -2.276
C  -4.451  4.046  -3.616
C  -4.009  2.778  -3.979
C  -3.784  1.810  -3.009
C  -4.889  1.004  1.601
C  -4.735  0.033  2.595
C  -5.292  0.206  3.858
C  -5.994  1.370  4.157
C  -6.137  2.351  3.184
C  -5.583  2.173  1.915
C  -5.037  -0.909  -0.990
C  -6.226  -1.214  -0.322
C  -7.101  -2.175  -0.825
C  -6.805  -2.833  -2.010
C  -5.632  -2.529  -2.690
C  -4.751  -1.582  -2.182
H  -4.597  3.629  -0.262
H  -4.992  5.337  -1.984
H  -4.620  4.803  -4.375
H  -3.828  2.545  -5.024
H  -3.409  0.834  -3.301
H  -4.178  -0.877  2.379
H  -5.183  -0.571  4.610
H  -6.426  1.511  5.142
H  -6.685  3.262  3.408
H  -5.738  2.948  1.173
H  -6.490  -0.691  0.589
H  -8.015  -2.405  -0.288
H  -7.486  -3.582  -2.403
H  -5.395  -3.039  -3.619
H  -3.820  -1.391  -2.700

Here are the Mulliken charges for atoms 1 to 5, given in e:
1 Mn 0.034
2 C -1.304
3 C -0.459
4 C 0.835
5 C 0.965

The following is a DFT calculation (wB97M-V/def2-TZVPD) of a 2-piece molecular cluster, C2H7O2 overall in a non-equilibrium geometry.

Charge: +1
⟨S²⟩: 2.008
Lowest unoccupied orbital energy (alpha / beta) in eV: -5.329 / -10.117
E_tot in eV: -6266.672
Relative energy (zero: lowest compared OMol25 entry of this formula, charge and spin) in kJ/mol: 39.0
Spin multiplicity: 3

CARTESIAN COORDINATES (ANGSTROEM)
C  1.487  -0.495  0.208
C  -1.936  0.313  0.699
O  0.592  0.709  -1.519
O  0.331  -0.291  -0.532
H  1.098  -1.308  0.871
H  2.355  -0.815  -0.417
H  1.714  0.509  0.703
H  -1.937  -0.510  1.501
H  -1.561  1.167  1.088
H  -2.165  0.321  -0.368
H  0.022  0.400  -2.234

Here are the Mulliken charges for atoms 1 to 5, given in e:
1 C -0.361
2 C -1.006
3 O -0.111
4 O 0.137
5 H 0.281

The following is a DFT calculation (wB97M-V/def2-TZVPD) of a 6-piece molecular cluster, C19H41NO10S4 overall in a non-equilibrium geometry.

Charge: 0
Lowest unoccupied orbital energy in eV: -0.449
E_tot in eV: -85661.232
Relative energy (zero: lowest compared OMol25 entry of this formula, charge and spin) in kJ/mol: 217.4
Spin multiplicity: 1

CARTESIAN COORDINATES (ANGSTROEM)
C  2.138  -0.090  2.077
C  2.308  1.357  1.762
O  3.441  1.948  1.834
N  1.235  2.087  0.870
H  0.404  1.374  0.733
H  0.646  2.764  1.536
C  1.663  2.880  -0.249
H  1.949  -0.479  1.168
H  1.152  -0.346  2.724
H  3.167  -0.303  2.453
H  2.447  3.702  0.175
H  0.898  3.405  -0.815
H  2.350  2.421  -0.934
O  -0.451  0.158  0.544
H  -0.927  -0.578  0.057
C  -0.603  -3.353  0.696
C  0.411  -4.304  0.090
C  1.615  -4.297  0.906
S  0.956  -4.139  2.543
O  1.652  -3.104  3.295
O  0.754  -5.469  3.204
C  -0.637  -3.649  2.212
H  -1.541  -3.259  0.111
H  -0.461  -2.327  0.371
H  0.712  -4.106  -0.969
H  -0.088  -5.256  -0.104
H  2.245  -3.231  0.785
H  2.300  -5.387  0.838
H  -0.921  -3.007  3.043
H  -1.289  -4.620  2.349
C  1.936  -1.034  -1.905
C  1.844  -0.313  -3.307
C  2.930  -0.790  -4.039
S  4.273  -0.850  -2.916
O  4.959  0.428  -2.899
O  5.086  -2.047  -3.069
C  3.286  -0.994  -1.558
H  1.449  -2.115  -2.142
H  1.272  -0.716  -1.328
H  2.074  0.888  -3.299
H  0.921  -0.530  -3.835
H  3.418  -0.181  -5.068
H  2.689  -1.812  -4.292
H  3.637  -0.249  -0.941
H  3.704  -1.969  -1.078
C  -2.937  1.930  2.404
C  -2.365  1.734  3.843
C  -1.108  2.376  3.867
S  -1.399  3.925  3.172
O  -0.064  4.448  2.693
O  -2.299  4.676  4.055
C  -2.357  3.263  1.874
H  -3.964  1.807  2.457
H  -2.423  1.166  1.821
H  -2.387  0.614  4.155
H  -2.854  1.929  4.619
H  -0.470  1.826  3.305
H  -0.801  2.433  4.986
H  -1.625  3.116  1.036
H  -3.110  3.833  1.592
C  -2.366  2.041  -2.555
C  -1.546  0.806  -3.075
C  -2.577  -0.218  -3.264
S  -3.869  0.106  -2.110
O  -4.132  -0.999  -1.137
O  -4.994  0.591  -2.865
C  -3.148  1.584  -1.373
H  -2.876  2.409  -3.517
H  -1.527  2.685  -2.033
H  -0.714  0.526  -2.337
H  -1.103  1.099  -4.117
H  -2.281  -1.311  -3.398
H  -3.147  -0.117  -4.359
H  -2.419  1.301  -0.516
H  -4.136  1.934  -0.875

Here are the Mulliken charges for atoms 1 to 5, given in e:
1 C 0.243
2 C 0.536
3 O -0.586
4 N 0.755
5 H -0.321

The following is a DFT calculation (wB97M-V/def2-TZVPD) of one molecule with the formula C12H20O in a non-equilibrium geometry.

SMILES: CC(C)(C)[C@@]12C[C@]1(C(C)(C)C)C2=O
Charge: 0
Lowest unoccupied orbital energy in eV: 0.682
E_tot in eV: -14811.577
Relative energy (zero: lowest compared OMol25 entry of this formula, charge and spin) in kJ/mol: 447.2
Spin multiplicity: 1

CARTESIAN COORDINATES (ANGSTROEM)
C  -1.942  -0.455  1.452
C  -1.957  -0.186  -0.022
C  -3.138  -0.754  -0.783
C  -1.814  1.322  -0.502
C  -0.819  -0.949  -0.542
C  -0.002  -0.725  -1.769
C  0.798  -1.019  -0.505
C  1.931  -0.108  0.018
C  2.579  -0.903  1.136
C  1.528  1.362  0.192
C  2.943  -0.201  -1.106
C  -0.082  -2.072  0.002
O  -0.172  -2.988  0.749
H  -2.770  0.250  2.022
H  -0.880  -0.220  1.769
H  -2.114  -1.466  1.689
H  -3.937  -1.059  -0.162
H  -3.492  0.101  -1.463
H  -2.845  -1.687  -1.423
H  -2.667  1.951  -0.295
H  -1.687  1.476  -1.706
H  -0.954  1.846  0.064
H  0.166  0.229  -2.329
H  0.220  -1.632  -2.408
H  3.650  -0.702  1.047
H  2.352  -1.909  1.033
H  2.427  -0.563  2.280
H  2.288  2.033  0.509
H  1.099  1.793  -0.737
H  0.838  1.285  1.022
H  3.846  0.221  -0.725
H  2.726  0.365  -1.992
H  3.064  -1.342  -1.437

Here are the Mulliken charges for atoms 1 to 5, given in e:
1 C -1.714
2 C 2.661
3 C -1.603
4 C -1.485
5 C -1.070

The following is a DFT calculation (wB97M-V/def2-TZVPD) of C17H19BN2O4RhS as an isolated structure in a non-equilibrium geometry.

Charge: +1
Lowest unoccupied orbital energy in eV: -2.509
E_tot in eV: -43626.029
Relative energy (zero: lowest compared OMol25 entry of this formula, charge and spin) in kJ/mol: 59.1
Spin multiplicity: 1

CARTESIAN COORDINATES (ANGSTROEM)
Rh  1.272  -0.210  0.418
C  -1.813  -0.242  1.270
S  -0.401  0.825  1.561
C  -0.125  0.521  3.316
H  -1.543  -1.279  1.469
H  -2.101  -0.122  0.229
H  -2.629  0.073  1.916
H  -0.698  1.248  3.886
H  0.937  0.642  3.512
H  -0.423  -0.492  3.572
N  2.483  3.585  -1.129
C  1.685  2.498  -1.155
N  2.041  1.598  -0.267
C  3.144  2.124  0.400
C  3.918  1.598  1.433
C  4.964  2.369  1.892
C  5.244  3.631  1.342
C  4.487  4.160  0.318
C  3.431  3.380  -0.141
H  2.399  4.387  -1.730
H  0.862  2.396  -1.839
H  3.696  0.624  1.845
H  5.588  1.997  2.692
H  6.075  4.202  1.731
H  4.708  5.130  -0.104
O  2.707  -1.282  -0.899
B  1.601  -2.192  -0.666
O  0.850  -2.402  -1.820
C  1.468  -1.670  -2.787
C  1.128  -1.568  -4.118
C  1.946  -0.767  -4.907
C  3.050  -0.104  -4.386
C  3.391  -0.206  -3.042
C  2.575  -0.997  -2.265
H  0.276  -2.093  -4.522
H  1.719  -0.667  -5.959
H  3.666  0.495  -5.042
H  4.253  0.294  -2.622
C  2.000  -3.949  2.536
C  1.715  -2.858  1.567
O  1.647  -3.217  0.310
O  1.520  -1.685  1.893
H  2.728  -4.642  2.123
H  1.075  -4.501  2.706
H  2.341  -3.530  3.478

Here are the Mulliken charges for atoms 1 to 5, given in e:
1 Rh 0.521
2 C -0.905
3 S 0.092
4 C -0.868
5 H 0.247